No. 1
Here is 2 unconnected molecules or ions with the total composition C9H14O from OMol25. Energies are from ωB97M-V with the def2-TZVPD basis set.

Summary:
E in hartree: -426.5273
LUMO in eV: 0.98
Structure (SMILES): Cc1ccccc1.CCO
HOMO in eV: -8.969
Max |F| in eV/Å: 2.95

Last column: Löwdin charge in e.
Element x y z (Å)
C: -2.984 0.011 0.383  -0.061
C: -1.825 0.656 -0.307  -0.280
C: -0.961 1.491 0.414  -0.073
C: 0.228 2.037 -0.078  -0.094
C: 0.548 1.655 -1.386  -0.111
C: -0.340 0.960 -2.223  -0.085
C: -1.431 0.399 -1.624  -0.073
H: -3.305 0.388 1.370  0.082
H: -2.739 -1.042 0.650  0.092
H: -3.890 -0.103 -0.212  0.072
H: -1.194 1.763 1.451  0.111
H: 1.046 2.421 0.511  0.101
H: 1.570 2.000 -1.590  0.101
H: -0.063 0.783 -3.260  0.105
H: -2.255 -0.045 -2.194  0.117
C: 2.765 -1.097 1.080  -0.075
C: 1.429 -1.441 0.387  -0.300
O: 0.779 -2.348 1.267  -0.101
H: 3.433 -1.939 1.290  0.070
H: 2.357 -0.765 2.052  0.082
H: 3.336 -0.268 0.656  0.065
H: 0.710 -0.639 0.394  0.076
H: 1.426 -1.851 -0.627  0.110
H: 1.362 -3.028 1.597  0.069

No. 2
Here is a gas-phase ion, CH5N4O3 (charge +1) from OMol25. Energies are from ωB97M-V with the def2-TZVPD basis set.

Summary:
E in hartree: -485.4112
LUMO in eV: -3.77
Structure (SMILES): NC(N)=[NH+]O[N+](=O)[O-]
HOMO in eV: -15.128
Net charge: +1
Max |F| in eV/Å: 4.54

Last column: Löwdin charge in e.
Element x y z (Å)
N: -0.763 -1.952 0.519  0.195
C: -0.426 -0.815 -0.202  -0.357
N: -0.846 -0.627 -1.443  0.245
N: 0.352 0.132 0.370  0.075
O: 0.497 1.337 -0.323  -0.003
N: 1.422 2.355 0.423  -0.359
O: 1.690 1.966 1.449  0.234
O: 1.596 3.281 -0.225  0.270
H: -1.574 -2.468 0.282  0.113
H: -0.760 -1.930 1.550  0.142
H: -1.062 -1.482 -1.876  0.126
H: -0.381 0.141 -1.917  0.141
H: 0.256 0.063 1.393  0.178

No. 3
Here is a molecular structure, C7H10O from OMol25. Energies are from ωB97M-V with the def2-TZVPD basis set.

Summary:
E in hartree: -347.6496
LUMO in eV: 0.94
HOMO in eV: -8.547
Max |F| in eV/Å: 7.51

Last column: Löwdin charge in e.
Element x y z (Å)
C: -2.262 -0.397 0.055  -0.125
C: -0.883 -0.048 -0.016  -0.407
C: -0.669 1.228 -0.030  -0.038
C: 0.824 1.950 0.059  -0.014
C: 1.382 -0.255 -0.284  -0.486
C: 1.533 -1.734 -0.139  -0.046
C: 0.318 -0.979 0.541  -0.101
H: -2.250 -1.889 -0.164  0.171
H: -3.005 0.066 -1.054  0.184
H: -2.595 -0.413 1.144  0.074
H: -1.448 1.866 -0.296  0.084
H: 0.894 2.665 -0.704  0.070
H: 0.930 2.692 0.971  0.140
H: 0.819 -0.153 -1.291  0.168
H: 1.708 -2.175 -1.199  0.113
H: 2.201 -2.395 0.641  0.148
H: 0.582 -0.880 1.578  0.123
O: 1.921 0.850 0.190  -0.057

No. 4
Here is a gas-phase ion, C6H10N3 (charge +1) from OMol25. Energies are from ωB97M-V with the def2-TZVPD basis set.

Summary:
E in hartree: -398.5698
LUMO in eV: -5.04
Structure (SMILES): C/N=C/C/[N+](C)=C\C#N
HOMO in eV: -14.644
Net charge: +1
Max |F| in eV/Å: 1.21

Last column: Löwdin charge in e.
Element x y z (Å)
C: -2.019 1.334 -0.954  -0.050
N: -1.090 0.359 -0.529  -0.026
C: -1.163 -0.500 0.373  -0.056
C: 0.023 -1.446 0.527  -0.074
N: 1.130 -0.786 -0.113  -0.141
C: 2.149 -0.211 0.727  0.014
C: 0.884 -0.338 -1.318  -0.007
C: 0.064 -1.028 -2.245  -0.174
N: -0.588 -1.560 -3.020  0.248
H: -1.611 2.321 -0.730  0.105
H: -2.998 1.228 -0.481  0.101
H: -2.125 1.249 -2.036  0.101
H: -1.996 -0.646 1.053  0.154
H: 0.244 -1.669 1.572  0.145
H: -0.234 -2.384 0.023  0.152
H: 1.698 0.325 1.564  0.115
H: 2.776 -1.011 1.124  0.118
H: 2.773 0.482 0.165  0.109
H: 1.517 0.431 -1.748  0.165

No. 5
Here is a gas-phase ion, C5H6N (charge +1) from OMol25. Energies are from ωB97M-V with the def2-TZVPD basis set.

Summary:
E in hartree: -248.4304
LUMO in eV: -5.18
Structure (SMILES): C#CCC[N+]#C
HOMO in eV: -14.004
Net charge: +1
Max |F| in eV/Å: 4.29

Last column: Löwdin charge in e.
Element x y z (Å)
C: 2.806 -0.611 0.188  0.197
C: 1.814 0.026 -0.098  -0.188
C: 0.691 0.858 0.018  -0.115
C: -0.555 -0.323 -0.258  -0.068
N: -1.980 -0.390 0.053  0.148
C: -3.039 -0.004 0.136  0.324
H: 3.654 -1.188 0.426  0.047
H: 0.442 1.604 -0.772  0.126
H: 0.760 1.337 0.962  0.108
H: -0.352 -0.529 -1.404  0.184
H: -0.214 -1.091 0.411  0.102
H: -4.029 0.312 0.336  0.136

No. 6
Here is a molecular structure, C30H34BrCrN5O3Si from OMol25. Energies are from ωB97M-V with the def2-TZVPD basis set.

Summary:
E in hartree: -5571.0191
LUMO (spin up / spin down) in eV: -3.42 / -3.44
HOMO (spin up / spin down) in eV: -9.461 / -9.522
Net charge: +1
Max |F| in eV/Å: 3.27
2S+1: 4

Last column: Löwdin charge in e.
Element x y z (Å)
Cr: 0.972 0.323 0.047  0.940
Br: 1.221 0.766 7.237  0.786
C: 1.508 0.452 5.430  -0.730
C: 2.690 -0.174 4.997  -0.087
C: 2.950 -0.226 3.643  -0.006
C: 2.094 0.381 2.711  -0.292
O: 2.366 0.411 1.414  -0.173
C: 0.915 1.105 3.204  -0.129
C: 0.112 1.989 2.389  -0.010
N: 0.175 2.051 1.063  0.007
C: 0.219 3.202 0.340  -0.194
C: -0.587 4.352 0.490  0.009
C: -0.343 5.465 -0.324  -0.063
C: 0.648 5.459 -1.293  -0.013
C: 1.468 4.307 -1.448  -0.150
C: 2.481 4.281 -2.416  0.021
C: 3.189 3.110 -2.620  -0.028
C: 2.866 1.957 -1.912  -0.034
N: 1.956 2.035 -0.890  0.054
C: 1.209 3.128 -0.732  -0.156
C: 0.612 1.047 4.571  -0.109
H: 3.369 -0.597 5.764  0.123
H: 3.899 -0.639 3.299  0.125
H: -0.663 2.575 2.984  0.157
H: -1.320 4.336 1.277  0.109
H: -0.983 6.357 -0.215  0.120
H: 0.742 6.278 -1.982  0.113
H: 2.733 5.152 -3.018  0.130
H: 3.952 3.063 -3.391  0.117
H: 3.404 1.047 -2.023  0.117
H: -0.246 1.573 5.005  0.108
C: 3.377 -2.491 0.607  -0.032
C: 2.674 -2.388 -0.670  -0.323
C: 2.794 -3.363 -1.697  -0.040
C: 1.973 -3.282 -2.836  -0.067
C: 1.060 -2.254 -3.002  -0.020
C: 0.939 -1.298 -1.939  -0.427
N: 1.854 -1.353 -0.912  0.051
N: 0.095 -0.264 -1.808  -0.096
Si: -1.431 -0.020 -2.679  0.434
C: -2.052 -1.722 -3.118  -0.172
C: -2.547 0.934 -1.530  -0.149
C: -1.106 0.882 -4.298  -0.161
H: 3.571 -3.572 0.789  0.098
H: 2.684 -2.121 1.398  0.076
H: 4.307 -1.895 0.697  0.102
H: 3.491 -4.223 -1.609  0.115
H: 1.999 -4.127 -3.541  0.116
H: 0.484 -2.201 -3.922  0.090
H: -2.048 -2.400 -2.258  0.016
H: -1.476 -2.144 -3.943  0.017
H: -3.115 -1.666 -3.444  0.044
H: -2.385 0.610 -0.511  -0.003
H: -3.598 0.878 -1.822  0.037
H: -2.273 2.007 -1.558  0.039
H: -0.711 0.243 -5.088  0.032
H: -0.383 1.676 -4.215  0.016
H: -2.050 1.284 -4.643  0.026
O: -0.948 -2.726 -0.101  0.038
C: -0.996 -1.934 0.859  -0.507
O: -0.393 -0.806 0.911  -0.108
C: -2.047 -2.237 2.008  -0.120
N: -2.687 -3.541 1.581  0.081
C: -4.171 -3.368 1.264  -0.077
C: -4.266 -1.841 1.100  -0.146
C: -3.207 -1.205 1.989  -0.110
H: -1.518 -2.347 2.967  0.166
H: -2.469 -4.242 2.271  0.174
H: -2.226 -3.812 0.691  0.147
H: -4.765 -3.794 2.086  0.130
H: -4.394 -3.982 0.355  0.145
H: -5.293 -1.444 1.256  0.134
H: -4.045 -1.714 0.011  0.125
H: -3.552 -1.050 3.039  0.133
H: -2.755 -0.254 1.664  0.112

No. 7
Here is a molecular structure, C44H72N9O2PSr from OMol25. Energies are from ωB97M-V with the def2-TZVPD basis set.

Summary:
E in hartree: -2734.8834
LUMO in eV: -5.15
HOMO in eV: -12.303
Net charge: +2
Max |F| in eV/Å: 0.53

Last column: Löwdin charge in e.
Element x y z (Å)
Sr: -0.573 -0.664 -0.905  1.396
C: -5.243 -2.990 4.585  -0.036
C: -4.081 -2.493 3.771  -0.250
C: -3.117 -1.674 4.286  0.015
C: -2.001 -1.281 3.507  -0.130
C: -0.898 -0.564 4.000  -0.005
N: -0.856 0.329 4.960  0.082
C: -1.984 1.090 5.515  -0.139
C: -2.889 1.671 4.428  -0.134
C: -2.156 2.557 3.403  -0.129
N: -2.554 2.273 2.032  0.078
C: -3.382 3.002 1.345  -0.005
C: -3.782 2.752 0.015  -0.123
C: -4.770 3.594 -0.543  0.022
C: -5.264 3.396 -1.805  -0.257
C: -6.329 4.268 -2.408  -0.039
C: -4.733 2.311 -2.522  0.037
C: -3.738 1.473 -2.054  -0.111
C: -3.307 0.410 -2.965  -0.093
N: -2.260 -0.296 -2.848  -0.055
C: -1.976 -1.317 -3.839  -0.218
C: -1.599 -2.640 -3.162  -0.194
C: -2.614 -3.115 -2.118  -0.196
N: -2.309 -2.582 -0.784  -0.047
C: -2.996 -2.989 0.202  -0.093
C: -2.906 -2.516 1.592  -0.093
C: -3.937 -2.894 2.423  0.042
C: -1.868 -1.662 2.123  -0.313
O: -0.893 -1.200 1.461  -0.205
C: -3.215 1.665 -0.728  -0.303
O: -2.319 0.921 -0.200  -0.207
H: -5.249 -2.540 5.576  0.081
H: -5.200 -4.073 4.709  0.091
H: -6.192 -2.753 4.101  0.088
H: -3.178 -1.380 5.327  0.121
H: 0.049 -0.748 3.503  0.120
H: 0.064 0.656 5.217  0.154
H: -1.540 1.890 6.107  0.135
H: -2.562 0.475 6.203  0.119
H: -3.661 2.249 4.937  0.126
H: -3.405 0.871 3.901  0.103
H: -1.074 2.419 3.456  0.109
H: -2.351 3.611 3.596  0.130
H: -2.150 1.490 1.502  0.118
H: -3.807 3.863 1.856  0.151
H: -5.155 4.409 0.061  0.127
H: -6.640 5.045 -1.712  0.080
H: -7.212 3.684 -2.672  0.088
H: -5.973 4.755 -3.317  0.087
H: -5.125 2.121 -3.517  0.132
H: -3.964 0.264 -3.833  0.136
H: -1.142 -0.974 -4.457  0.123
H: -2.836 -1.483 -4.501  0.124
H: -0.595 -2.615 -2.719  0.056
H: -1.505 -3.400 -3.940  0.124
H: -2.652 -4.207 -2.090  0.127
H: -3.607 -2.765 -2.416  0.129
H: -3.778 -3.743 0.048  0.139
H: -4.708 -3.538 2.010  0.132
N: 0.907 -2.931 -0.048  -0.031
C: 2.007 -3.906 -0.114  -0.271
C: 1.771 -4.994 -1.151  -0.190
C: 1.859 -4.502 -2.593  -0.194
C: 3.268 -4.079 -3.016  -0.253
N: 3.243 -2.750 -3.659  -0.011
H: 1.166 -2.231 0.645  -0.008
H: 0.073 -3.380 0.320  0.061
H: 2.174 -4.377 0.860  0.113
H: 2.919 -3.357 -0.351  0.082
H: 0.795 -5.457 -0.973  0.114
H: 2.511 -5.783 -0.990  0.122
H: 1.204 -3.638 -2.710  0.070
H: 1.483 -5.277 -3.263  0.115
H: 3.706 -4.833 -3.675  0.116
H: 3.924 -4.009 -2.146  0.100
H: 2.679 -2.810 -4.503  0.088
H: 4.180 -2.519 -3.978  0.077
C: 0.300 6.452 -0.541  -0.045
C: -0.148 5.135 -0.110  -0.241
N: -0.501 4.097 0.231  0.180
H: 0.669 7.016 0.314  0.091
H: -0.527 6.996 -0.994  0.091
H: 1.101 6.350 -1.270  0.089
C: 3.208 -0.296 3.722  -0.119
C: 3.942 -0.669 2.434  -0.544
C: 4.101 -2.189 2.383  -0.114
P: 3.104 -0.049 0.884  1.098
C: 2.775 1.740 1.300  -0.550
C: 1.380 1.873 1.918  -0.152
C: 2.857 2.643 0.069  -0.110
C: 4.531 0.117 -0.311  -0.560
C: 4.904 -1.204 -0.981  -0.127
C: 5.775 0.815 0.235  -0.103
H: 3.738 -0.718 4.577  0.088
H: 2.199 -0.721 3.727  0.053
H: 3.145 0.782 3.873  0.067
H: 4.929 -0.203 2.477  0.098
H: 3.121 -2.674 2.400  0.064
H: 4.658 -2.538 3.255  0.087
H: 4.627 -2.535 1.496  0.054
H: 3.524 2.071 2.028  0.108
H: 0.610 1.611 1.187  0.051
H: 1.195 2.908 2.215  0.074
H: 1.249 1.230 2.790  0.032
H: 2.212 2.276 -0.734  0.062
H: 3.872 2.730 -0.319  0.069
H: 2.514 3.645 0.329  0.072
H: 4.093 0.749 -1.091  0.065
H: 5.417 -1.879 -0.296  0.069
H: 5.594 -1.017 -1.808  0.079
H: 4.030 -1.716 -1.382  0.028
H: 6.337 0.160 0.902  0.078
H: 5.542 1.730 0.781  0.069
H: 6.445 1.081 -0.586  0.087
C: 4.177 0.643 -4.429  -0.002
C: 2.849 0.924 -3.816  -0.296
C: 2.045 2.043 -3.890  0.024
C: 0.908 1.739 -3.130  -0.360
N: 1.010 0.520 -2.602  -0.046
N: 2.207 0.041 -3.032  0.036
C: -0.305 2.579 -2.896  -0.022
H: 4.470 1.470 -5.072  0.089
H: 4.150 -0.260 -5.039  0.077
H: 4.947 0.515 -3.666  0.074
H: 2.254 2.952 -4.428  0.119
H: 2.450 -0.949 -2.940  0.106
H: -0.055 3.638 -2.947  0.080
H: -0.742 2.386 -1.916  0.045
H: -1.060 2.379 -3.657  0.085

No. 8
Here is a molecular structure, C4H2IO5S from OMol25. Energies are from ωB97M-V with the def2-TZVPD basis set.

Summary:
E in hartree: -1225.6689
LUMO in eV: 2.75
HOMO in eV: -3.678
Net charge: -1
Max |F| in eV/Å: 5.22

Last column: Löwdin charge in e.
Element x y z (Å)
C: -0.797 1.639 0.183  -0.241
C: -0.599 -0.670 0.055  -0.258
C: -1.358 0.409 0.228  -0.810
C: 1.078 0.341 0.154  -0.419
O: -0.937 -2.743 -1.449  -0.315
O: 0.633 -2.811 0.546  -0.171
O: -1.675 -2.985 0.907  -0.321
O: 0.632 1.520 0.233  0.038
O: 2.165 -0.024 -0.175  0.071
S: -0.815 -2.357 -0.065  0.561
I: -3.503 0.344 0.132  0.766
H: -1.167 2.376 0.870  0.071
H: 1.417 -2.544 0.144  0.029